The following is a quantum chemistry calculation of 8 unconnected molecules or ions with the total composition C23H32NO22S, from OMol25.

Geometry as XYZ:
```
79
Properties=species:S:1:pos:R:3
O -0.20953 -1.78648 4.24510
C -0.82262 -1.32511 3.29828
C -2.04289 -0.45927 3.37956
N -3.05481 -1.08884 2.53719
S -4.26743 -1.81878 3.43074
H -0.54075 -1.59451 2.26582
H -1.80676 0.53548 2.96710
H -2.32628 -0.37463 4.43883
H -3.84331 -3.07732 3.80592
C 3.40641 -0.28218 0.89483
C 3.17268 0.47895 -0.39482
O 1.90369 -0.04049 -0.81930
C 1.24767 -0.50907 0.26903
O 0.10754 -0.83950 0.28942
O 2.07509 -0.54448 1.34225
H 3.94607 0.28830 1.64623
H 3.91725 -1.23320 0.73093
H 3.07287 1.55002 -0.23307
H 3.93077 0.29613 -1.14719
C -0.04745 -4.23322 0.85757
C -1.45326 -4.13974 1.40282
O -1.95505 -5.47394 1.16161
C -0.90697 -6.30587 1.09393
O -0.98684 -7.50115 1.06874
O 0.25787 -5.62844 1.05116
H 0.65753 -3.61014 1.40122
H 0.01136 -4.00609 -0.20793
H -1.48224 -3.93665 2.47261
H -2.06398 -3.39834 0.89513
C 4.78138 4.50443 -1.15867
C 6.14576 4.75652 -1.75823
O 6.78789 3.48186 -1.58735
C 5.83624 2.53287 -1.48751
O 6.05177 1.36101 -1.49382
O 4.60600 3.09415 -1.37444
H 3.98805 5.05881 -1.65009
H 4.74747 4.70050 -0.08615
H 6.09805 4.98329 -2.82204
H 6.70535 5.53183 -1.25106
C -0.91697 -8.95030 -1.87709
C -2.39285 -8.92714 -1.54580
O -2.98941 -8.72984 -2.83707
C -2.12326 -9.16650 -3.77775
O -2.38294 -9.29638 -4.93170
O -0.91753 -9.43842 -3.22776
H -0.34311 -9.60986 -1.23378
H -0.47205 -7.95522 -1.85798
H -2.74358 -9.87843 -1.14202
H -2.66853 -8.12601 -0.86719
C -7.44481 -0.68081 -0.86247
C -6.47088 -1.76849 -0.45710
O -6.64759 -1.82300 0.95345
C -7.86783 -1.34493 1.25865
O -8.39413 -1.39897 2.32118
O -8.44259 -0.77479 0.15569
H -7.89256 -0.83816 -1.84120
H -6.99364 0.31256 -0.82394
H -6.72904 -2.74068 -0.88396
H -5.43430 -1.53542 -0.68671
C 7.25805 9.62197 -4.32102
C 7.44809 8.24818 -4.93497
O 7.05229 7.38473 -3.86365
C 6.22802 8.07474 -3.04136
O 5.60014 7.58891 -2.15617
O 6.21832 9.38484 -3.36607
H 6.94369 10.37906 -5.03375
H 8.14635 9.96874 -3.79083
H 6.78681 8.07513 -5.78518
H 8.47327 8.03661 -5.22529
C -3.51358 2.85975 4.28052
C -3.95649 4.30639 4.18263
O -3.35092 4.73021 2.95889
C -3.12752 3.62162 2.19196
O -2.78284 3.66239 1.05610
O -3.34703 2.50658 2.91074
H -4.24739 2.20546 4.74344
H -2.55548 2.74114 4.79000
H -5.04022 4.40180 4.08744
H -3.61055 4.92587 5.00672
```

## Properties
Gap between HOMO and LUMO: 4.05 eV
E_HOMO: -2.9 eV
Total charge: -1
LUMO level: 1.10 eV

Mulliken population analysis, charges in e, atoms 1 to 2:
1 O -0.709
2 C 0.283

---

The following is a quantum chemistry calculation of a gas-phase ion, C23H32NO4 (charge +1), from OMol25.

Geometry as XYZ:
```
60
Properties=species:S:1:pos:R:3
C 4.26295 0.31104 -1.49800
C 2.95283 -0.31657 -1.95981
H 2.72381 0.03717 -2.97064
H 3.03609 -1.40756 -1.98296
O 1.83483 0.08463 -1.17307
C 1.41036 -0.79456 -0.14460
C 2.56574 -1.30752 0.71616
C 3.13869 -0.47575 1.67256
C 4.20994 -0.91398 2.43116
C 4.72926 -2.18185 2.23374
C 4.17623 -3.00580 1.26893
C 3.09877 -2.57471 0.51432
H 2.67638 -3.23061 -0.23209
H 4.58303 -3.99059 1.09857
H 5.56504 -2.52291 2.82455
H 4.64148 -0.25981 3.17329
H 2.76758 0.52863 1.81406
C 0.53292 0.03739 0.78224
O -0.24674 -0.42117 1.58829
O 0.69570 1.34672 0.60703
C 0.11640 2.23852 1.55738
H 0.61891 3.19001 1.37624
H 0.33994 1.89231 2.57321
C -1.40234 2.41879 1.43214
O -2.14233 1.37834 2.02149
H -1.58362 0.56397 2.05096
C -1.83592 2.55892 -0.05836
N -3.21157 2.03167 -0.18715
H -3.30005 1.49322 0.71915
C -3.37837 1.07330 -1.31010
C -2.64624 -0.23412 -1.06315
H -2.94729 -0.68094 -0.11822
H -2.89078 -0.93644 -1.85479
H -1.56630 -0.11757 -1.06280
H -4.44522 0.86768 -1.41596
H -3.02896 1.55120 -2.22807
C -4.25578 3.08683 -0.21614
C -4.26897 3.94440 1.03736
H -5.15992 4.56597 1.02667
H -3.40937 4.60540 1.09313
H -4.30260 3.32504 1.93026
H -5.22210 2.58782 -0.31233
H -4.09657 3.70136 -1.10553
H -1.78719 3.59665 -0.38438
H -1.15997 1.97119 -0.68168
H -1.66319 3.32829 1.98557
C 0.54181 -1.93309 -0.67353
C 0.08430 -2.91782 0.19560
C -0.72773 -3.93428 -0.27394
C -1.08646 -3.98221 -1.61128
C -0.63823 -3.00031 -2.47663
C 0.16561 -1.97411 -2.00871
H 0.50437 -1.20464 -2.68561
H -0.90989 -3.03004 -3.52111
H -1.70975 -4.78365 -1.97693
H -1.07382 -4.69670 0.40670
H 0.36706 -2.89009 1.23603
H 5.03346 0.11157 -2.23733
H 4.14033 1.38636 -1.39892
H 4.58346 -0.09500 -0.54294
```

## Properties
Gap between HOMO and LUMO: 9.49 eV
E_HOMO: -11.6 eV
Total charge: +1
LUMO level: -2.10 eV
SMILES string: CCOC(C(=O)OC[C@H](O)C[NH+](CC)CC)(c1ccccc1)c1ccccc1

Mulliken population analysis, charges in e, atoms 1 to 2:
1 C -1.208
2 C -0.260

---

The following is a quantum chemistry calculation of a molecular structure, C23H33As3FeN4S in a non-equilibrium geometry, from OMol25.

Geometry as XYZ:
```
65
Properties=species:S:1:pos:R:3
Fe 12.59211 7.46682 8.36118
S 18.46530 7.13445 12.36258
N 18.32594 6.85959 10.75886
C 16.99887 6.58852 10.51915
C 16.43081 6.46234 9.19133
C 17.12567 6.34318 7.97610
C 16.38362 6.35220 6.78155
C 15.01630 6.55675 6.81016
N 14.35558 6.59526 7.98598
C 15.02164 6.57704 9.19586
C 14.25776 6.76328 10.40922
N 12.90039 7.04218 10.25202
C 12.06988 7.01696 11.30899
C 12.53130 6.76364 12.59743
C 13.88059 6.57499 12.80936
C 14.76566 6.61736 11.72848
C 16.18701 6.66107 11.74271
N 16.88544 6.85693 12.86176
H 18.18442 6.25685 7.94826
H 16.92096 6.38271 5.84275
H 14.43802 6.55856 5.87419
H 11.00917 7.16683 11.10693
H 11.86760 6.69907 13.46800
H 14.29148 6.51780 13.81115
C 10.47930 6.79568 5.73655
As 10.35220 7.04638 7.62653
C 9.69673 5.24739 8.15199
C 8.94514 8.37204 8.42234
C 9.26519 9.86394 8.33527
C 8.42147 10.64477 9.37706
C 10.71597 10.16694 8.72115
As 12.38675 9.67617 7.70848
C 12.18098 10.14106 5.78322
C 13.64650 11.15909 8.05275
C 8.85724 10.35074 6.90481
As 8.64458 12.36735 6.83903
C 7.48452 12.58472 5.24135
C 10.25826 12.88105 5.78799
H 9.64563 6.16316 5.41895
H 11.46209 6.36097 5.45219
H 10.41236 7.80620 5.35036
H 8.78586 4.97244 7.56584
H 9.47475 5.14534 9.20812
H 10.53476 4.62968 7.87660
H 8.79986 7.99090 9.41745
H 8.00673 8.12395 7.86461
H 8.35289 10.05809 10.30377
H 7.42577 10.74222 8.96820
H 8.79243 11.66033 9.51430
H 10.99280 9.66621 9.66722
H 10.86318 11.27198 8.81115
H 12.78553 11.05624 5.55868
H 11.12335 10.23777 5.53164
H 12.56987 9.21866 5.26392
H 13.16829 12.08496 7.67229
H 14.56342 11.03170 7.43220
H 13.83205 11.23911 9.11526
H 7.85382 9.94149 6.71328
H 9.48685 10.04087 6.08293
H 6.50828 12.11941 5.46671
H 7.94675 12.05250 4.38835
H 7.37804 13.67343 5.10263
H 11.10650 12.35387 6.23613
H 10.44037 13.93817 6.03942
H 10.21202 12.69810 4.70596
```

## Properties
Spin multiplicity: 6
Gap between HOMO and LUMO (spin up / spin down): 7.63 / 4.04 eV
Relative energy (zero: lowest compared OMol25 entry of this formula, charge and spin): 0.0 kcal/mol
E_HOMO (spin up / spin down): -16.3 / -16.3 eV
Total charge: +3
LUMO level (spin up / spin down): -8.63 / -12.27 eV

Mulliken population analysis, charges in e, atoms 1 to 2:
1 Fe -0.196
2 S 0.289

---

It is found that the total energy values, taken in the order of the records, are -81740.1764; -34044.7499; -258057.2379 eV.